Here is a single C4H9NOS molecule in a non-equilibrium geometry from OMol25. Energies are from the ωB97M-V functional and the def2-TZVPD basis.

Each line ends with the Mulliken charge.
CARTESIAN COORDINATES (ANGSTROEM)
C -1.507 0.560 1.308  -0.821
N -0.925 0.905 -0.003  -0.525
C 0.463 0.468 -0.160  0.085
C 1.095 1.290 -1.267  -0.370
O 2.267 1.518 -1.370  -0.456
C 0.600 -1.031 -0.547  -0.624
S 1.109 -2.015 0.895  -0.252
H -0.737 0.713 2.072  0.319
H -2.336 1.230 1.511  0.312
H -1.740 -0.500 1.407  0.295
H -1.506 0.447 -0.698  0.268
H 0.932 0.574 0.804  0.561
H 0.341 1.651 -1.994  0.330
H -0.350 -1.362 -0.965  0.333
H 1.344 -1.230 -1.322  0.412
H 0.949 -3.219 0.330  0.134

LUMO in eV: 0.731
Frontier orbital gap in hartree: 0.3653
HOMO level in eV: -9.21
SMILES: CN[C@H](C=O)CS